Below is a structure of composition C4H9INO in a non-equilibrium geometry, with properties calculated with ωB97M-V/def2-TZVPD.

Each line ends with the natural charge from an NBO analysis.
CARTESIAN COORDINATES (ANGSTROEM)
1 C 0.823 0.400 -0.879  0.056
2 C 2.125 -1.188 0.578  -0.667
3 C 1.393 -0.810 -0.664  -0.230
4 C -2.749 0.145 0.084  0.027
5 N -1.985 1.135 0.261  -0.664
6 O 0.497 1.388 0.031  -0.648
7 I -4.787 0.005 0.012  0.358
8 H 0.449 0.830 -1.901  0.218
9 H 1.990 -2.164 1.116  0.258
10 H 3.235 -1.355 0.334  0.261
11 H 1.983 -0.472 1.300  0.181
12 H 1.481 -1.548 -1.422  0.245
13 H -2.169 -0.713 -0.264  0.225
14 H 0.885 0.997 0.827  0.509
15 H -2.375 2.068 0.440  0.410
16 H -0.797 1.282 0.148  0.462

Results
ΔE to the lowest compared entry with this formula, charge and spin = 1.928 eV
LUMO = -4.280 eV
frontier orbital gap = 9.01 eV
strongest force on any atom = 4.49 eV Å⁻¹
charge = +1